C51H102Cl6N5O5 | wB97M-V/def2-TZVPD

Cartesian coordinates (Å):
1 H 6.4474 -2.5719 11.0252
2 H 8.6525 8.8543 13.6053
3 C 4.8815 2.4049 10.0240
4 H 7.2841 6.4406 15.5437
5 H 2.1111 1.6669 17.0477
6 C 3.3814 -0.2852 18.6527
7 H 10.2938 8.5063 13.5816
8 H 5.1938 6.6774 7.7908
9 H 2.6443 1.0640 8.7895
10 C 4.3156 -5.1447 11.7559
11 H 3.7535 -5.9173 11.2313
12 H 5.1262 -2.5489 12.2681
13 C 0.7314 -2.1665 18.2130
14 H 0.7276 -3.4983 16.5023
15 H 6.8917 6.9967 13.9629
16 Cl 7.7223 4.7580 20.0248
17 C 5.5552 6.2484 8.7253
18 H 5.0449 -4.2928 6.2067
19 H 14.3461 -1.0602 15.5635
20 O 10.3397 -2.1406 13.6518
21 N 9.9895 6.0492 15.3219
22 H 13.8689 -2.8200 14.1205
23 H 1.2809 -4.2457 17.8936
24 C 6.2809 -0.0580 14.2710
25 N 4.6359 -3.9877 9.5822
26 H 12.9493 -0.4043 17.2224
27 C 13.4628 0.0031 13.9329
28 C 13.8201 -0.1219 15.3877
29 H 7.5603 5.3126 14.2126
30 H 9.6792 -0.4053 16.0544
31 H 6.3674 -3.5100 12.5915
32 H 6.9489 4.6620 6.6181
33 H 7.8691 0.8728 15.4154
34 H 3.6261 -4.4776 12.2732
35 C 7.4641 2.3213 18.9900
36 H 7.2907 4.0290 17.8804
37 H 7.4228 3.4308 7.7245
38 H 3.9802 -1.2855 16.2170
39 H 4.0977 2.6549 10.7391
40 H 7.7690 -3.5933 9.5074
41 H 11.7663 8.1792 15.8699
42 C 12.3233 -0.6935 11.8435
43 O 9.8987 4.6257 15.4463
44 C 12.0167 -2.7966 16.1581
45 Cl 6.3244 1.7595 17.7485
46 H 8.3466 -5.1223 9.1156
47 H 6.2053 -2.0461 7.2295
48 H 5.8270 5.0392 10.7680
49 Cl 6.4951 -1.5542 15.2538
50 C 10.2689 6.8182 16.5705
51 H 6.2953 -1.8411 9.0360
52 C 10.2201 -1.2585 16.4635
53 H 11.9269 0.6523 16.3877
54 H 11.6763 -2.9804 17.1771
55 C 7.0236 4.4442 7.6834
56 H 3.5598 -3.2943 17.8128
57 C 2.8618 -3.0437 17.0140
58 H 6.9919 2.3000 10.1116
59 H 8.3364 1.6682 19.0166
60 C 10.7711 8.3024 16.2971
61 C 7.9328 3.6875 18.6924
62 H 6.8648 2.0704 19.8652
63 H 4.8245 -1.5560 8.2324
64 H 10.5177 6.3664 12.5515
65 H 9.4443 -1.9809 16.2098
66 C 6.5480 -4.5023 8.0588
67 H 14.2794 -2.3283 12.4578
68 C 1.3612 -2.3368 19.6235
69 C 3.0211 2.0639 8.5741
70 C 6.2037 4.3449 10.0168
71 C 9.3892 8.2480 14.1322
72 H 2.4990 -1.4706 15.6021
73 C 9.1596 6.9570 17.6528
74 H 8.1981 0.8556 8.2463
75 H 2.5472 2.3079 7.6233
76 H 4.0557 -1.1306 18.7898
77 H 11.6324 6.9275 18.2362
78 C 9.7510 8.9918 15.4244
79 H 6.3410 -0.2557 13.2008
80 C 5.8339 -3.1600 11.7078
81 H 9.4615 7.6078 18.4735
82 H 6.3906 -5.4713 7.5852
83 H 7.1010 -3.9171 7.3241
84 H 2.3851 2.6962 9.1935
85 H 14.4205 -0.0594 13.4162
86 H 2.2812 -2.9153 19.7072
87 C 9.2509 0.6020 8.1224
88 H 4.6114 0.5792 7.6403
89 C 9.1179 6.7237 14.2689
90 H 9.9409 10.0563 15.2875
91 H 1.2291 -1.3927 20.1521
92 O 3.3713 -3.3071 9.8115
93 H 8.8621 6.5303 12.0645
94 H 13.0837 -3.0175 16.1301
95 C 5.7078 -2.1931 8.1881
96 H 10.9517 8.9307 17.1694
97 H 1.8391 0.6260 15.6377
98 H 14.4491 0.7056 15.7161
99 O 0.2270 0.2253 18.1828
100 H 11.6010 -1.2327 11.2305
101 H 13.1295 -0.2517 11.2578
102 C 5.3369 -4.3551 10.8894
103 H 5.3572 0.3834 14.6452
104 H 7.2013 4.7624 10.1536
105 C 1.4066 -3.3177 17.3357
106 H -1.2598 -2.1090 17.4461
107 C 4.5103 2.5332 8.5160
108 H 3.7718 -4.9688 7.3320
109 H -1.3125 -2.0573 19.0795
110 H 6.1604 -6.1819 9.9822
111 Cl 9.0892 0.3357 10.9057
112 C 11.4610 6.2532 17.3972
113 H 3.1526 -3.6665 16.1680
114 H 11.3536 -3.4226 15.5610
115 Cl 6.7599 2.5973 14.1259
116 H 0.7081 -2.9976 20.1935
117 H 10.9527 0.1834 9.4010
118 C 13.4743 -2.4186 13.1871
119 H 4.8784 1.3735 10.3764
120 C 2.4861 0.8046 16.4965
121 C 12.4727 -0.2811 16.2499
122 N 0.9907 -0.8039 17.6095
123 H 8.8711 3.8031 18.1498
124 N 4.5970 3.9649 8.1319
125 H 8.2515 7.4962 17.3833
126 C 11.5814 -1.4048 15.6723
127 C 7.5957 6.3629 14.5021
128 C 2.4258 -0.4195 17.5045
129 C -0.7739 -2.5893 18.2953
130 C 6.5572 -5.2403 10.3618
131 H 9.8530 -1.1649 9.3464
132 H 9.6589 1.5887 7.9034
133 C 7.4253 0.9330 14.4217
134 C 9.4974 6.1346 12.8569
135 H 7.2368 -5.4894 11.1768
136 H 10.4128 -1.2559 17.5364
137 H 13.0101 0.9876 13.8153
138 H 6.2328 2.7368 11.5081
139 N 11.3700 -1.3214 14.1964
140 C 12.5893 -1.1674 13.3460
141 O 4.0987 4.4152 6.8529
142 H 9.6093 5.0584 12.7257
143 H 12.4038 6.3563 16.8601
144 C 2.9810 -1.5291 16.5780
145 H -0.9780 -3.6551 18.1925
146 H 8.8264 6.0031 18.0616
147 C 6.1642 2.9299 10.4376
148 C 5.8043 4.7272 8.5735
149 H 2.8057 -0.0819 19.5556
150 H 3.4539 1.1002 16.0912
151 H 11.2965 5.2066 17.6534
152 H 4.7541 6.3217 9.4608
153 H 6.1749 1.1561 7.8157
154 H 3.9511 0.6242 18.4618
155 H 7.8455 5.1107 7.9449
156 H 4.7401 -5.8308 12.4887
157 C 4.4088 -4.1224 7.0752
158 H 6.3588 6.8564 9.1408
159 H 12.8437 -3.1537 12.6871
160 C 5.2667 -3.6993 8.3162
161 C 7.4064 -4.5952 9.2775
162 H 3.7336 -3.3112 6.8029
163 Cl 9.6055 -0.3789 6.7566
164 H 8.2457 0.7323 13.7326
165 H 4.9538 1.9459 6.6612
166 H 11.8091 0.2230 12.1327
167 C 9.8944 -0.0761 9.3758
168 H 8.7807 9.0825 15.9126
169 C 5.1621 1.5199 7.6426

Calculated values
Spin multiplicity: 6
Kohn-Sham gap (alpha / beta) (Eh): 0.3328 / 0.3322
Charge: 0
Energy relative to the best compared isomer or geometry (same formula, charge and spin) (eV): 0.447
<S²>: 8.776
E (a.u.): -5414.911908
E_LUMO (alpha / beta) (eV): 0.4 / -0.5